1.
Molecular formula: C24H33NOP2Ti
Method: DFT, ωB97M-V/def2-TZVPD

```
! RIJCOSX wB97M-V def2-TZVPD def2/J DEFGRID3
* xyz 1 2
C 2.7210 -1.0207 -3.7979
C 1.7575 -0.4796 -2.9467
C 1.2502 -1.2842 -1.8629
C 1.9215 -2.4548 -1.4606
C 2.8868 -2.9529 -2.3288
C 3.3211 -2.2364 -3.4423
C 1.3870 -3.3767 -0.3541
C -0.1097 -3.0767 -0.2159
C -0.7831 -1.9502 -0.7741
C -2.2203 -1.8349 -0.7592
C -2.9583 -2.9482 -0.3362
C -2.3059 -4.0356 0.2113
C -0.9101 -4.0824 0.3208
H 3.1284 -0.4380 -4.6585
H 3.2919 -3.9536 -2.1725
H 4.1272 -2.6275 -4.0718
H 1.3140 -4.4043 -0.7434
H -4.0388 -2.9125 -0.4278
H -2.8812 -4.8841 0.5331
H -0.4013 -4.8990 0.8204
N 0.0559 -0.8874 -1.2326
Ti -0.2288 0.6280 -0.0073
C 1.4538 1.0115 -2.9764
H 0.3969 1.2327 -3.2230
H 2.1353 1.5886 -3.6352
C -3.0080 -0.5356 -1.0548
H -2.9100 -0.0313 -2.0302
H -4.1013 -0.6397 -0.9822
P 1.7942 1.5495 -1.1920
P -2.5995 0.7283 0.2559
C -3.4732 0.1053 1.7249
H -3.1993 0.7006 2.6083
H -4.5685 0.1552 1.5977
H -3.2062 -0.9413 1.9298
C -3.2222 2.3810 -0.1138
H -4.3119 2.4161 -0.1634
H -2.8846 3.0751 0.6659
H -2.8149 2.7267 -1.0685
C 3.5556 1.0230 -0.9812
H 4.1967 1.3632 -1.8115
H 3.9400 1.4328 -0.0430
H 3.6243 -0.0730 -0.9264
C 1.6222 3.3269 -1.0672
H 2.0345 3.5949 -0.0857
H 2.1471 3.8212 -1.8826
H 0.5492 3.5662 -1.0882
C 0.0815 -0.6922 1.4942
O 0.3541 -1.5125 2.3001
H 2.0873 -3.6196 0.5128
C 0.6278 1.3400 4.0777
C -0.3426 1.8267 2.9885
C -0.8102 3.2509 3.3112
C 0.3234 1.8547 1.6115
H 1.5631 1.9157 4.0223
H 0.8655 0.2772 3.9645
H 0.1861 1.4809 5.0756
H -1.2248 1.1622 3.0083
H 0.0541 3.9285 3.2349
H -1.5708 3.5841 2.5905
H -1.2323 3.3223 4.3229
H 0.1703 2.8024 1.0786
H 1.3919 1.6130 1.6565
*
```

Results
Orbital gap (alpha / beta) ... 0.2653 / 0.2481 Eh
DFT total energy ... -70647.2796 eV
E_HOMO (alpha / beta) ... -10.38 / -10.44 eV
M ... 461.349 u
Expectation value of S² ... 0.757

2.
Molecular formula: C3H4FNS
Method: DFT, ωB97M-V/def2-TZVPD

```
! RIJCOSX wB97M-V def2-TZVPD def2/J DEFGRID3
* xyz 0 1
C 0.8236 0.4380 -0.5338
C -0.9906 0.5227 0.9575
C 0.8488 -0.9084 -0.8147
N 0.2303 1.0655 0.4644
F 1.3717 -1.3840 -1.9251
S -1.6339 -1.1304 0.7373
H 1.3554 1.0572 -1.2237
H -1.0272 0.7424 2.0810
H -1.8154 1.1999 0.4010
H 0.8372 -1.6029 -0.1438
*
```

Results
Orbital gap (alpha / beta) ... 0.2254 / 0.2255 Eh
DFT total energy ... -18214.0809 eV
E_HOMO (alpha / beta) ... -8.51 / -8.52 eV
M ... 105.137 u

3.
Molecular formula: C23H34N2O3
Method: DFT, ωB97M-V/def2-TZVPD

```
! RIJCOSX wB97M-V def2-TZVPD def2/J DEFGRID3
* xyz 0 1
C 1.6048 4.9699 -4.4999
H 0.6751 4.9622 -5.0669
O 1.6066 3.7759 -3.7603
C 2.6571 3.5347 -2.9243
C 3.7634 4.3597 -2.7715
C 4.7804 4.0214 -1.8896
C 4.6991 2.8701 -1.1371
C 3.5994 2.0261 -1.2716
C 2.5861 2.3467 -2.1778
O 1.4753 1.5683 -2.3214
C 1.6245 0.1993 -1.9917
C 2.4590 -0.0387 -0.7615
C 3.4142 0.8381 -0.4548
H 4.0515 0.7107 0.4078
C 2.1542 -1.2801 0.0199
N 0.7400 -1.3418 0.3506
C 0.3600 -2.6100 0.9371
H 0.8110 -2.7398 1.9373
C -1.1661 -2.6810 1.0759
N -1.5703 -1.5923 1.9407
C -1.1650 -0.2975 1.4421
C 0.3483 -0.2737 1.2512
H 0.8409 -0.3865 2.2339
H 0.6491 0.6828 0.8185
H -1.6392 -0.0361 0.4816
H -1.4394 0.4631 2.1741
C -2.8776 -1.6804 2.5684
H -3.1190 -2.7479 2.6252
C -4.0289 -0.9690 1.8405
C -5.3452 -1.2206 2.5713
C -5.2656 -0.7217 4.0105
C -4.1105 -1.3969 4.7432
C -2.7966 -1.1526 4.0081
H -2.5835 -0.0824 3.9975
H -1.9744 -1.6526 4.5220
H -4.0415 -1.0133 5.7635
H -4.2985 -2.4715 4.8022
H -6.2058 -0.9249 4.5276
H -5.1112 0.3600 4.0097
H -5.5612 -2.2919 2.5712
H -6.1603 -0.7162 2.0472
H -4.1067 -1.3268 0.8126
H -3.8354 0.1051 1.8103
C -1.8428 -2.7364 -0.3165
H -1.0862 -2.9411 -1.0773
H -2.2899 -1.7744 -0.5613
C -2.9231 -3.8169 -0.3869
O -2.4264 -5.1042 -0.1019
H -1.7007 -5.2925 -0.7075
H -3.3942 -3.8023 -1.3820
H -3.6986 -3.6396 0.3610
H -1.4023 -3.6165 1.5972
H 0.7125 -3.4217 0.2957
H 2.7956 -1.3192 0.9186
H 2.3841 -2.1550 -0.6003
H 0.6132 -0.1841 -1.8352
H 2.0736 -0.3374 -2.8483
H 5.4802 2.6111 -0.4383
H 5.6334 4.6756 -1.7918
H 3.8470 5.2709 -3.3418
H 1.6225 5.8497 -3.8476
H 2.4502 5.0177 -5.1951
*
```

Results
Orbital gap ... 0.3182 Eh
DFT total energy ... -33524.5987 eV
E_HOMO ... -7.90 eV
M ... 386.536 u
Structure (SMILES) ... COc1cccc2c1OCC(CN1CCN(C3CCCCC3)[C@@H](CCO)C1)=C2

Look up the M of the first one. 461.349 u

Repeat the third record exactly.
Molecular formula: C23H34N2O3
Method: DFT, ωB97M-V/def2-TZVPD

```
! RIJCOSX wB97M-V def2-TZVPD def2/J DEFGRID3
* xyz 0 1
C 1.6048 4.9699 -4.4999
H 0.6751 4.9622 -5.0669
O 1.6066 3.7759 -3.7603
C 2.6571 3.5347 -2.9243
C 3.7634 4.3597 -2.7715
C 4.7804 4.0214 -1.8896
C 4.6991 2.8701 -1.1371
C 3.5994 2.0261 -1.2716
C 2.5861 2.3467 -2.1778
O 1.4753 1.5683 -2.3214
C 1.6245 0.1993 -1.9917
C 2.4590 -0.0387 -0.7615
C 3.4142 0.8381 -0.4548
H 4.0515 0.7107 0.4078
C 2.1542 -1.2801 0.0199
N 0.7400 -1.3418 0.3506
C 0.3600 -2.6100 0.9371
H 0.8110 -2.7398 1.9373
C -1.1661 -2.6810 1.0759
N -1.5703 -1.5923 1.9407
C -1.1650 -0.2975 1.4421
C 0.3483 -0.2737 1.2512
H 0.8409 -0.3865 2.2339
H 0.6491 0.6828 0.8185
H -1.6392 -0.0361 0.4816
H -1.4394 0.4631 2.1741
C -2.8776 -1.6804 2.5684
H -3.1190 -2.7479 2.6252
C -4.0289 -0.9690 1.8405
C -5.3452 -1.2206 2.5713
C -5.2656 -0.7217 4.0105
C -4.1105 -1.3969 4.7432
C -2.7966 -1.1526 4.0081
H -2.5835 -0.0824 3.9975
H -1.9744 -1.6526 4.5220
H -4.0415 -1.0133 5.7635
H -4.2985 -2.4715 4.8022
H -6.2058 -0.9249 4.5276
H -5.1112 0.3600 4.0097
H -5.5612 -2.2919 2.5712
H -6.1603 -0.7162 2.0472
H -4.1067 -1.3268 0.8126
H -3.8354 0.1051 1.8103
C -1.8428 -2.7364 -0.3165
H -1.0862 -2.9411 -1.0773
H -2.2899 -1.7744 -0.5613
C -2.9231 -3.8169 -0.3869
O -2.4264 -5.1042 -0.1019
H -1.7007 -5.2925 -0.7075
H -3.3942 -3.8023 -1.3820
H -3.6986 -3.6396 0.3610
H -1.4023 -3.6165 1.5972
H 0.7125 -3.4217 0.2957
H 2.7956 -1.3192 0.9186
H 2.3841 -2.1550 -0.6003
H 0.6132 -0.1841 -1.8352
H 2.0736 -0.3374 -2.8483
H 5.4802 2.6111 -0.4383
H 5.6334 4.6756 -1.7918
H 3.8470 5.2709 -3.3418
H 1.6225 5.8497 -3.8476
H 2.4502 5.0177 -5.1951
*
```

Results
Orbital gap ... 0.3182 Eh
DFT total energy ... -33524.5987 eV
E_HOMO ... -7.90 eV
M ... 386.536 u
Structure (SMILES) ... COc1cccc2c1OCC(CN1CCN(C3CCCCC3)[C@@H](CCO)C1)=C2